No. 1
DFT (wB97M-V/def2-TZVPD) results for a molecular structure, C20H41LuN2P3Se.

The geometry in XYZ format:
```
68
Properties=species:S:1:pos:R:3
Lu -0.61228 -0.93217 -0.13708
P 0.27391 1.43977 1.16132
P -3.11718 -1.35714 0.58662
P -1.23422 1.20326 -2.04501
H 3.57911 -1.35954 -2.02120
C 3.43053 -0.29937 -2.31398
C 3.64157 0.67136 -1.42322
H 3.99194 0.42533 -0.40735
C 1.45333 1.06013 2.51526
C -1.20035 2.06831 2.08575
C 0.95662 3.04016 0.57748
C -3.78793 -2.72476 -0.43232
C -2.98143 -1.91426 2.33446
C -4.21086 0.12430 0.42307
C 0.09538 2.02517 -2.99857
C -2.20674 2.66879 -1.50602
C -2.30526 0.63450 -3.41669
H 3.04171 -0.10323 -3.31174
H 3.36368 1.71849 -1.62902
H 2.29576 0.49963 2.09099
H 0.99010 0.43819 3.28577
H 1.82911 1.98386 2.97890
H -1.67700 1.23540 2.61534
H -1.93028 2.49242 1.38275
H -0.91903 2.84757 2.81344
H 1.93574 2.86869 0.12090
H 1.06810 3.73273 1.42634
H 0.30201 3.50595 -0.16609
H -4.71139 -3.18313 -0.05485
H -3.03337 -3.51601 -0.54895
H -3.96695 -2.38353 -1.46167
H -3.85752 -2.41779 2.75962
H -2.71977 -1.07352 3.00264
H -2.12333 -2.60657 2.43739
H -5.26718 0.01112 0.72310
H -4.20691 0.48736 -0.62344
H -3.80003 0.97826 1.00032
H -0.31133 2.41849 -3.93981
H 0.90073 1.31403 -3.22228
H 0.52476 2.85516 -2.42997
H -2.60457 3.19001 -2.38656
H -1.59300 3.37318 -0.93431
H -3.05216 2.35809 -0.88097
H -2.46676 1.43396 -4.14566
H -3.27228 0.29542 -3.03170
H -1.82908 -0.21701 -3.91735
C 0.23622 -3.19420 -3.81963
C 1.60866 -3.00883 -4.04764
C 2.26208 -3.61664 -5.13264
C 1.55287 -4.43402 -6.01573
C 0.20493 -4.69314 -5.77296
C -0.44190 -4.08800 -4.67766
Se -0.86240 -2.24733 -2.40421
H 0.16200 -2.38625 -1.20824
H 2.17846 -2.37127 -3.37379
H 3.32552 -3.45581 -5.31299
H 2.03621 -4.87458 -6.87667
H -0.35766 -5.36443 -6.44529
H -1.49772 -4.30143 -4.49575
N 2.62663 -3.13033 2.15020
C 1.74048 -2.78827 3.18149
C 0.69802 -2.13769 2.58517
N 0.93810 -2.07299 1.19734
C 2.13730 -2.66362 0.98382
H 3.50925 -3.63216 2.24607
H 1.94373 -3.03024 4.21569
H -0.18097 -1.70803 3.06210
H 2.61394 -2.78594 0.01844
```

Properties
- LUMO energy (Ha) = -0.367
- HOMO energy (eV) = -17.0
- total charge = +3

Results of the Mulliken charge analysis, in e, for atoms 1 through 4:
1. Lu 1.035
2. P 0.721
3. P 0.524
4. P 1.000


No. 2
DFT (wB97M-V/def2-TZVPD) results for a molecular structure, C20H41N2OP3Ru.

The geometry in XYZ format:
```
68
Properties=species:S:1:pos:R:3
Ru 0.05777 -0.68773 0.93950
P -1.04311 0.46214 2.58915
P 0.18454 -2.71032 1.98495
P -1.78301 -1.25076 -0.25775
H 2.64778 4.07401 -6.90686
C 1.56670 4.26215 -6.91097
C 1.04689 5.35071 -6.32150
H 1.68564 6.09009 -5.82527
C 0.02263 1.67453 3.44268
C -1.90398 -0.41801 3.93366
C -2.25699 1.58015 1.81826
C 0.92705 -3.90765 0.81202
C 1.28406 -2.94437 3.44344
C -1.30538 -3.60590 2.60182
C -2.46899 0.02752 -1.38218
C -3.36134 -1.76274 0.56741
C -1.50595 -2.64116 -1.42976
H 0.95313 3.61177 -7.54764
H -0.00558 5.62528 -6.45488
H 0.63886 2.18387 2.69212
H 0.66648 1.17711 4.17758
H -0.61282 2.40934 3.95254
H -1.19850 -1.06800 4.46941
H -2.72913 -1.02833 3.54598
H -2.30833 0.32195 4.63955
H -1.72319 2.17475 1.06138
H -2.66651 2.24621 2.59085
H -3.07189 1.02757 1.33700
H 1.10493 -4.87032 1.31227
H 1.88495 -3.49965 0.46603
H 0.27991 -4.06172 -0.05852
H 1.24247 -3.99068 3.77654
H 0.96676 -2.30124 4.27281
H 2.31922 -2.70756 3.17544
H -1.29914 -4.63863 2.23376
H -2.23038 -3.12877 2.27592
H -1.30381 -3.62860 3.69775
H -3.48940 -0.24443 -1.68770
H -1.83523 0.10743 -2.27535
H -2.49216 1.00259 -0.88040
H -4.20760 -1.50054 -0.08104
H -3.50482 -1.25602 1.52776
H -3.38503 -2.84650 0.72015
H -2.26772 -2.61647 -2.22068
H -1.54379 -3.60850 -0.91486
H -0.51911 -2.52227 -1.89423
C 0.46033 1.70134 -1.61034
C 1.16189 0.76527 -2.44990
C 1.26130 0.97846 -3.81217
C 0.73715 2.13540 -4.38219
C 0.10790 3.10177 -3.58527
C 0.00647 2.92279 -2.22037
O 0.17444 1.43279 -0.38677
H 0.41734 -1.14510 -0.58328
H 1.56140 -0.13654 -1.98422
H 1.76391 0.22285 -4.42041
H 0.84624 2.31452 -5.45275
H -0.29509 4.00385 -4.03407
H -0.46545 3.64643 -1.56235
N 2.67629 -0.08738 2.61707
C 3.94120 0.38009 2.55949
C 4.23233 0.54965 1.22770
C 3.08929 0.16881 0.51768
N 2.13428 -0.20798 1.38694
H 2.14802 -0.31992 3.46026
H 4.51958 0.54497 3.45834
H 5.14437 0.91514 0.79192
H 2.91995 0.15048 -0.54343
```

Properties
- multiplicity = 6
- LUMO energy (alpha / beta) (Ha) = -0.347 / -0.507
- HOMO energy (alpha / beta) (eV) = -14.1 / -17.0
- total charge = +3
- relative energy (zero: lowest compared OMol25 entry of this formula, charge and spin) (kJ/mol) = 91.37

Results of the Mulliken charge analysis, in e, for atoms 1 through 4:
1. Ru 0.021
2. P 1.166
3. P 1.472
4. P 1.250


No. 3
DFT (wB97M-V/def2-TZVPD) results for a molecular structure, C20H42BBr3CaClN3O16S.

The geometry in XYZ format:
```
88
Properties=species:S:1:pos:R:3
C 1.25037 -0.13439 0.14090
C 1.56262 -1.42678 -0.64731
C 0.35258 -2.14600 -1.26183
C -0.72187 -2.61611 -0.26297
C -1.70826 -1.46809 -0.02093
C -3.07764 -1.93598 0.45602
N -3.80654 -2.77661 -0.49583
C -3.93284 -0.66872 0.69383
O -3.58578 0.38614 -0.25528
C -4.18881 0.17222 -1.54854
H 1.27406 -0.26942 1.22411
H 2.00766 0.62430 -0.08093
H 0.29159 0.32184 -0.12100
H 2.20152 -1.12539 -1.48664
H 2.17759 -2.07909 -0.02785
H 0.74885 -3.05221 -1.73281
H -0.05771 -1.53353 -2.07903
H -0.30665 -3.05936 0.64122
H -1.27215 -3.42212 -0.76373
H -1.75135 -0.89451 -0.94571
H -1.30825 -0.83522 0.77597
H -3.01767 -2.44297 1.42789
H -4.62809 -3.14120 -0.03033
H -3.22164 -3.53511 -0.83867
H -5.03114 -0.91808 0.50892
H -3.78340 -0.27904 1.75073
H -3.88974 -0.76344 -2.01495
H -5.31811 0.18984 -1.50627
H -3.88397 0.98573 -2.21062
C 0.84494 3.15108 3.38217
C -0.08783 2.02023 2.98018
C -1.54132 2.37366 3.27645
O 0.26479 0.81892 3.67279
H 0.77662 3.34754 4.45630
H 1.88080 2.88416 3.17125
H 0.60506 4.07088 2.84504
H 0.02824 1.81078 1.92396
H -1.67497 2.54091 4.35273
H -2.19926 1.54681 2.99322
H -1.85515 3.26742 2.74728
H 0.17195 0.97886 4.61942
Ca -4.91366 1.59516 0.60739
C -0.77964 -1.69136 -5.69287
Br -0.50296 0.16493 -6.17098
Br 0.87572 -2.58117 -5.29527
Br -2.04921 -1.84158 -4.24629
H -1.21555 -2.18374 -6.55146
O -8.36612 3.25229 1.58679
H -8.59670 3.66075 2.42903
H -9.20456 3.19351 1.11517
B 3.28300 5.69244 0.24916
O 3.01472 4.45963 -0.54221
C 1.72424 4.38257 -0.75213
O 1.17071 3.49926 -1.36280
C 1.03995 5.57105 -0.10758
O -0.13997 5.79162 -0.12005
O 1.96014 6.32273 0.47051
O 3.93963 5.36902 1.52497
C 5.11089 6.00822 1.56594
O 5.89293 5.95846 2.46818
C 5.27178 6.79607 0.28255
O 6.20429 7.48235 -0.01451
O 4.19055 6.59663 -0.47395
C 4.43410 -3.73824 -7.06669
C 3.78212 -4.26050 -5.86463
N 3.28241 -4.67610 -4.92410
H 4.00928 -4.20982 -7.95051
H 4.28485 -2.66196 -7.12902
H 5.50072 -3.94883 -7.02713
C 3.28913 -3.08058 3.79761
S 2.12002 -1.85589 4.40729
O 2.47092 -1.57431 5.82627
C 0.69785 -2.95977 4.41834
H 4.27117 -2.61442 3.74856
H 3.32126 -3.93234 4.47733
H 2.98834 -3.40423 2.80044
H 0.90257 -3.82012 5.05571
H 0.48434 -3.28703 3.39984
H -0.15460 -2.40761 4.81061
Cl -1.82823 2.35692 0.39388
O -0.29610 1.56706 -2.84365
H 0.67694 1.43936 -2.85971
H -0.60905 1.69847 -1.90897
H -0.76231 0.83313 -3.29850
N -0.33647 -5.98865 -0.73505
O -1.36686 -5.78325 -1.42733
O -0.44925 -6.26729 0.47486
O 0.78756 -5.89083 -1.25421
```

Properties
- LUMO energy (Ha) = -0.141
- HOMO energy (eV) = -6.9

Results of the Mulliken charge analysis, in e, for atoms 1 through 4:
1. C -0.035
2. C -0.961
3. C -0.042
4. C 0.215


Going through the records in order, we get electronic energy values of -151193.6303, -56850.5890, -311247.1465 eV.
Going through the records in order, we get molecular weight values of 656.41, 519.55, 938.68 g/mol.
Going through the records in order, we get max |F| values of 2.83, 4.05, 3.01 eV/A.